(1)
Here is 7 unconnected molecules or ions with the total composition C35H38BClF4N6 from the Open Molecules 2025 dataset. Energies are from ωB97M-V/def2-TZVPD.

```
85
Properties=species:S:1:pos:R:3:forces:R:3
C 4.2290 0.4756 -4.8471 0.01 0.01 -0.01
C -2.1840 3.6152 -2.1659 0.00 0.00 -0.01
C -0.3725 2.3646 -3.0759 0.01 0.04 0.02
H -4.2197 -0.4315 1.4505 -0.01 0.01 0.00
C -1.3731 -2.8192 5.2184 0.00 -0.01 -0.01
C -1.5256 4.7643 -2.5755 0.00 0.01 0.01
C 0.5120 5.6923 6.9620 0.00 0.00 0.01
N 3.7338 -0.5022 -2.7177 0.02 -0.02 0.00
C 3.7517 1.7047 -4.4189 0.03 -0.02 0.01
F -0.9027 -5.3966 -1.6971 -0.02 0.00 0.00
C -1.6627 0.8595 3.2340 -0.01 0.00 0.00
H -1.8715 -2.3410 -5.5429 0.01 -0.01 0.01
C -2.4176 1.7573 3.9724 0.03 0.03 0.03
C -1.2725 -5.4817 4.7200 -0.04 0.06 -0.01
C -1.1717 -3.3601 -0.5838 -0.04 -0.27 0.11
H 0.2361 5.5158 -3.5501 0.00 -0.01 -0.01
H -1.4052 6.6457 4.3516 0.01 0.00 0.00
H -1.7678 -0.6594 1.7078 0.01 0.01 -0.03
C -0.8421 -1.3899 -7.1725 -0.01 0.01 0.00
N -1.4091 -5.0898 5.9846 -0.01 -0.03 0.02
Cl 1.7928 -1.1006 0.6226 -0.03 0.03 0.03
C 3.2751 1.8152 -3.1224 0.00 0.02 0.02
C -0.7222 6.0678 4.9594 0.01 0.01 0.01
H 0.4014 -0.2831 -8.5335 0.00 0.00 0.00
H -4.4027 2.5085 4.3092 0.00 -0.01 0.00
C -3.7859 1.8141 3.7486 0.03 -0.02 -0.01
C 3.2919 0.6892 -2.3122 0.00 -0.03 -0.02
H 2.9285 0.7378 -1.2919 -0.01 -0.01 -0.01
H -1.9537 2.4051 4.7050 0.00 -0.01 0.00
C 2.0065 -2.8230 0.0673 -0.24 0.07 -0.05
B -0.0705 -2.6063 -1.4823 -0.02 0.18 0.03
H -1.5746 -3.4826 7.2527 0.00 -0.01 0.00
N -0.2608 -1.2666 -4.8533 0.03 -0.05 0.01
H 3.5294 -4.3124 0.1841 0.01 0.08 -0.07
F -2.4407 -3.1297 -1.0410 -0.10 0.06 -0.06
H -0.4446 4.5337 3.4793 0.01 0.01 0.00
C -2.3114 0.0562 2.3096 0.03 -0.02 -0.03
H -0.5030 -1.7786 -2.2129 -0.02 -0.04 0.03
N 0.6553 4.1176 5.1630 -0.01 -0.04 0.00
H 2.0295 -2.2338 -1.9843 0.01 -0.11 0.02
H -1.4204 -1.7670 5.4663 0.00 0.00 0.00
H 3.7503 2.5627 -5.0791 -0.01 0.00 0.00
C -1.0417 -1.7076 -5.8373 0.01 0.05 -0.02
C 4.1943 -0.5940 -3.9635 -0.01 0.04 0.00
F -1.1248 -2.8457 0.6953 0.01 0.05 0.05
H 1.3955 -0.1456 -4.3701 0.02 -0.01 0.00
H 2.8868 2.7514 -2.7471 -0.03 -0.01 -0.03
H -1.1522 -2.5276 3.1004 0.01 0.05 -0.03
H -1.9980 -5.3068 -0.0214 0.05 0.03 0.03
H -1.2332 -6.5528 4.5530 0.00 0.00 0.01
C -1.5961 2.3873 -2.4224 0.00 0.00 -0.02
H -1.5098 -1.7783 -7.9296 0.00 0.00 0.00
H -2.0703 1.4604 -2.1288 0.01 0.00 0.01
C 0.2192 -0.5620 -7.5035 -0.01 0.00 0.01
C -1.1843 -4.6020 3.6503 0.10 -0.05 0.01
C -0.3048 4.6350 -3.2214 -0.05 -0.05 0.04
C 3.4610 -3.2202 0.1548 0.25 -0.02 -0.04
C 0.9903 4.5242 6.3853 -0.02 0.03 -0.01
H -0.5914 0.7896 3.3774 0.00 0.00 -0.01
H 1.6747 3.8847 6.9316 0.00 0.00 -0.01
H 4.0110 -2.8523 -0.7157 -0.06 0.02 0.09
H 3.9394 -2.8229 1.0509 -0.11 -0.08 0.01
N -4.4204 1.0492 2.8628 -0.04 0.00 -0.01
C -1.2269 -3.2411 3.9068 -0.04 -0.04 0.04
H 4.6169 0.3390 -5.8481 0.00 0.00 0.00
C -3.6854 0.1872 2.1635 0.03 0.02 0.03
H -1.0587 -4.9827 2.6450 -0.01 0.03 0.03
H 0.8208 5.9710 7.9604 0.00 0.00 0.00
H -3.1379 3.6756 -1.6577 0.00 0.00 0.00
C -0.3642 6.4802 6.2331 0.00 -0.02 -0.01
C -0.1834 4.8861 4.4717 -0.04 -0.02 -0.01
H -0.7614 7.3967 6.6499 0.00 0.00 0.00
H -1.9448 5.7455 -2.3977 0.00 0.00 0.00
H 0.1137 1.4198 -3.2901 -0.01 0.00 0.02
C 0.7643 -0.4849 -5.1850 -0.03 0.02 -0.06
H 4.5499 -1.5710 -4.2732 0.00 0.00 0.01
N 0.2726 3.4613 -3.4708 0.04 0.01 -0.01
H 1.3979 -3.3906 0.7675 0.10 0.02 0.01
C -1.4602 -3.7800 6.2159 0.01 0.01 -0.03
H 1.6487 -3.9350 -1.7184 -0.12 0.07 0.04
F -0.0181 -5.2526 0.3050 -0.10 0.10 -0.07
C 1.0395 -0.0970 -6.4888 -0.01 -0.02 0.01
C 1.4469 -2.9127 -1.3550 0.28 -0.06 -0.01
C -1.0870 -4.8824 -0.4504 0.07 -0.06 -0.12
H 1.8766 0.5559 -6.6927 0.01 -0.01 0.00
```
Forces are in eV/Å.

Results
E (Ha): -2569.505522
Strongest force on any atom (hartree/bohr): 0.0057
HOMO level (eV): -9.5
Frontier orbital gap (eV): 9.52
SMILES string: C[C@@H](Cl)CBC(F)(F)C(F)F.c1ccncc1.c1ccncc1.c1ccncc1.c1ccncc1.c1ccncc1.c1ccncc1
Charge: 0

(2)
Here is a molecular structure, C35H38ClCoNP in a non-equilibrium geometry from the Open Molecules 2025 dataset. Energies are from ωB97M-V/def2-TZVPD.

```
77
Properties=species:S:1:pos:R:3:forces:R:3
H 5.9345 -2.2715 -0.0720 -0.20 -0.25 -0.12
C -4.2317 1.7833 0.3794 -0.50 -0.39 -0.36
C 1.0958 0.9458 -0.6264 1.14 0.17 -1.98
H 0.1938 2.9744 -0.8657 -0.35 -0.63 0.34
C 3.0044 -3.2689 2.2125 -0.13 -0.13 0.38
P 3.0541 -2.0368 0.8526 0.05 0.02 0.03
H -0.8135 -2.8480 5.1380 0.02 0.02 -0.13
H 5.0294 -2.0594 3.1596 0.06 0.24 -0.23
C 4.5902 0.2647 0.6769 0.19 -0.34 0.51
C -3.2644 -1.6224 4.2496 0.24 -0.07 -0.22
C -2.9493 3.0337 2.2549 0.12 0.26 0.60
H -3.7275 3.8020 2.1774 0.16 -0.10 0.01
C 0.8396 -0.2631 -1.3579 1.41 0.73 -1.71
C -4.0799 -0.5598 3.8544 0.10 0.67 -0.66
H 3.9734 0.4567 -0.2044 0.19 -0.05 0.26
C 5.3087 -2.9360 -0.6708 -0.29 -0.32 -0.15
H -4.5443 0.7880 0.7117 0.11 0.35 -0.15
H -4.3602 1.0739 2.5730 0.41 -0.53 0.09
H 3.0871 -5.2629 -2.8638 0.18 0.19 0.12
C 2.1521 -3.7759 4.4345 0.18 -0.02 -0.07
H -5.0150 2.5013 0.6542 0.12 -0.10 -0.10
Co -0.7069 0.2796 -0.1696 -3.47 -2.15 4.10
C 6.3998 0.9006 2.1587 -0.14 -0.12 -0.06
C 5.5813 1.1691 1.0539 0.06 -0.13 0.04
C -1.1448 -2.9323 4.0954 0.24 -0.06 0.19
H 1.7315 -1.9416 3.3595 0.12 -0.30 0.00
H 4.2380 -4.8095 1.3107 -0.16 0.12 0.29
H -0.2643 -3.0232 3.4578 -0.24 -0.05 0.06
C -1.9886 -1.7557 3.7032 -0.28 0.59 -0.01
C 2.2417 -2.9086 3.3455 0.46 -0.43 -0.26
H -3.6352 -2.3368 4.9949 0.22 0.20 -0.31
C 3.7097 -4.6101 -2.2509 0.11 0.07 0.05
H 4.1297 -6.3052 3.2830 -0.21 0.24 0.01
H -5.9441 0.5238 4.0593 0.15 -0.25 0.11
C -0.3626 -0.0937 -2.1117 1.20 0.23 -1.30
C 3.1136 -3.7977 -1.2860 0.58 0.15 0.20
H 1.5074 -1.1212 -1.4000 -0.59 0.11 0.41
C -3.6430 0.2974 2.8426 -1.14 -0.10 0.83
H 5.7186 2.0850 0.4778 0.02 -0.23 0.15
H -1.9866 3.5393 2.3975 -0.17 0.02 -0.02
C -0.8294 1.2445 -1.9155 1.02 0.57 -0.93
C -2.3712 0.2082 2.2116 0.13 0.65 -0.07
H -1.7211 -3.8648 4.0315 0.10 0.24 -0.10
H 2.0285 -3.7887 -1.1528 0.29 -0.06 -0.01
H 2.7605 -5.6724 5.2762 0.05 0.21 -0.30
H -1.4191 3.7197 0.2041 -0.30 -0.09 -0.02
H -3.1269 2.4657 3.1729 0.04 0.15 -0.40
H 1.9432 1.1140 0.0242 -0.21 0.06 -0.03
C 3.5871 -5.3580 3.2978 -0.10 0.04 -0.01
H 1.5501 -3.4940 5.3005 0.21 -0.11 -0.23
C -2.4122 3.3264 -0.0408 0.51 0.15 -0.35
H -6.0810 -1.2258 4.3368 0.17 0.24 0.11
C 4.3894 -0.9147 1.4285 0.24 0.21 0.07
C 5.8920 -3.7499 -1.6467 -0.16 0.05 -0.02
H -2.4352 3.0270 -1.0889 0.08 -0.04 0.21
N -1.9948 1.0285 1.1341 -1.21 -0.06 1.97
H -5.3390 -0.1772 5.5734 -0.03 -0.11 -0.29
H 6.8409 -0.4881 3.7597 -0.17 0.12 -0.22
H -1.6648 1.6904 -2.4462 0.19 -0.12 0.27
H -0.8022 -0.8362 -2.7765 0.04 0.21 0.44
H -0.4608 -0.8109 2.5418 -0.37 0.08 0.05
C -1.5155 -0.7798 2.8051 0.16 -0.23 -0.23
H -3.1320 4.1499 0.0632 0.17 -0.18 -0.02
H 7.1896 1.6023 2.4364 -0.27 -0.22 -0.08
H -4.1832 1.7325 -0.7153 -0.01 0.07 0.18
C -2.8720 2.2432 0.9320 -0.31 -0.38 0.68
C 0.1042 1.8976 -1.0275 0.96 0.98 -1.26
C 3.6612 -4.5100 2.1886 -0.18 0.25 0.28
H 5.5617 -5.2363 -3.1827 -0.16 0.22 0.24
C -5.4338 -0.3489 4.4903 -0.14 0.02 -0.02
C 3.9210 -2.9841 -0.4595 0.06 -0.09 -0.35
H 6.9741 -3.7216 -1.7864 -0.31 -0.03 -0.02
Cl -0.7390 -1.8892 0.4043 -0.30 -1.13 -0.07
C 2.8291 -5.0017 4.4161 -0.01 0.21 -0.13
C 5.0992 -4.5928 -2.4304 -0.12 0.08 0.18
C 6.2039 -0.2662 2.9018 -0.12 0.08 -0.09
C 5.1887 -1.1638 2.5562 0.05 0.33 -0.33
```
Forces are in eV/Å.

Results
ΔE to the lowest compared entry with this formula, charge and spin (kcal/mol): 0.0
E (Ha): -3595.467952
Spin multiplicity: 5
Strongest force on any atom (hartree/bohr): 0.1125
HOMO level (spin up / spin down) (eV): -6.8 / -7.9
Frontier orbital gap (spin up / spin down) (eV): 7.45 / 6.03
Charge: 0

(3)
Here is 8 unconnected molecules or ions with the total composition C35H38F3N3O2 in a non-equilibrium geometry from the Open Molecules 2025 dataset. Energies are from ωB97M-V/def2-TZVPD.

```
81
Properties=species:S:1:pos:R:3:forces:R:3
H -7.6829 -3.8652 -6.4057 0.19 0.04 -0.19
H -4.6994 7.4041 -0.1672 -0.17 0.13 0.30
H 0.8726 7.1143 -9.5159 -0.58 -0.16 -0.16
H -9.3886 -2.9731 -7.7341 -0.29 0.25 -0.18
C 8.7812 -5.5315 1.2080 -1.20 -0.41 0.53
C 1.5289 7.5961 -6.3026 -0.12 -0.42 1.75
H 4.1142 4.3083 5.4797 -0.38 -0.20 0.37
O -4.9987 3.7346 5.2619 -0.64 -0.16 0.61
H -5.7519 3.5697 -2.9405 0.41 -0.48 0.22
H 1.6758 6.1058 -4.7858 -0.42 -0.06 0.23
C 9.4214 -7.8543 1.1058 -1.23 -0.06 -0.41
H -4.2491 5.4234 -3.8490 -0.18 -0.40 -0.17
C 7.6167 -5.8389 0.5286 -0.04 -2.92 -0.93
H -3.8626 7.3749 -2.4929 0.20 0.07 0.33
H 0.9002 4.2590 -6.2875 0.10 -0.03 0.06
C 3.6559 -7.3373 6.5619 -0.77 0.26 -0.38
H -3.6497 2.6713 4.1110 -0.08 -0.14 -0.27
C -8.1880 -2.8218 -4.6580 -2.10 1.30 1.94
C -8.3677 -3.1572 -5.9627 2.64 -1.44 0.25
C 2.1672 -5.7346 7.7018 0.96 -0.57 -0.21
C -4.5952 5.3886 -2.8265 -0.98 0.10 0.71
C -3.6863 3.4719 4.8497 0.12 -0.19 -0.81
C 1.2894 7.8589 -7.5946 -0.72 0.79 -0.81
C 8.1741 -8.1324 0.4789 0.53 2.84 -0.38
C 0.8170 5.5603 -7.9918 -0.77 0.38 -0.03
H 1.7967 8.4635 -5.7175 0.19 -0.24 0.47
C 4.6583 2.2381 5.2813 -0.30 -0.69 1.30
C 2.4518 -6.4050 8.9350 0.25 -1.37 -2.26
H 0.5239 4.7743 -8.6720 0.13 -0.09 -0.08
C 4.0030 3.6500 3.4392 1.21 -0.76 0.83
C 9.7002 -6.5595 1.5001 -0.23 0.90 -0.71
H -7.3427 -3.1226 -4.0569 -0.08 -0.32 -0.05
C -10.2688 -1.7705 -6.1828 -0.73 0.41 -0.80
H 8.7143 -4.5432 1.6384 1.13 0.22 0.01
H 0.8830 -1.4267 -1.0138 0.08 0.10 -0.07
N -5.6749 5.5983 -0.2511 1.35 -1.43 0.63
H -6.3435 3.6811 -0.3730 -0.10 -0.29 -0.33
O 0.4197 -0.8779 -1.6508 0.07 0.52 0.27
C 4.9254 1.2465 4.3617 -0.19 -0.04 -0.76
C 2.7802 -6.2236 6.5153 1.12 -1.24 1.52
C -0.8140 -0.4829 -1.0641 -1.05 -1.21 -0.62
H 3.3011 -8.1405 9.8068 0.07 -0.25 0.00
F 1.4195 9.1823 -7.9508 -0.12 -1.07 -0.46
C -4.3707 6.5311 -2.0499 0.17 -1.45 -0.31
H 10.1321 -8.6544 1.2516 0.01 -0.04 0.16
H -5.4730 4.1307 4.5273 -0.02 -0.02 0.00
H -9.1415 -1.9160 -2.9691 -0.36 0.44 0.00
H 4.3879 -8.9734 7.7225 0.25 0.09 -0.02
F -11.1719 -0.6422 -4.3249 0.97 -0.80 -0.34
H 4.1672 2.7504 1.5072 0.45 -0.38 -0.23
C 4.3771 2.6238 2.5590 -0.93 0.26 2.47
C 3.8615 -8.0303 7.7172 -1.48 -0.03 1.37
C -9.3419 -2.6372 -6.7087 -1.50 0.16 -1.79
C 1.0127 5.2737 -6.6399 -0.30 -0.18 -0.69
N 7.3276 -7.1130 0.0964 1.16 -0.96 1.35
H -0.9759 -0.9557 -0.0954 0.24 0.53 0.32
H 4.6801 2.0449 6.3437 0.40 -0.08 0.10
H 2.0567 -6.1028 9.8936 -0.21 0.26 -0.19
H -3.3088 4.3741 4.3682 0.72 -0.05 0.26
F 2.6848 -5.7224 5.2744 -0.85 0.82 0.27
H 7.9575 -9.1521 0.1963 -0.39 0.05 -0.15
N 4.7995 1.4505 3.0723 -0.01 0.03 -2.14
H 4.0606 -7.8018 5.6748 0.04 0.63 -0.43
C 0.8593 6.8698 -8.4640 1.37 0.07 -0.46
H 6.8233 -5.1610 0.2502 0.27 0.51 0.19
C 4.2051 3.4371 4.8480 -0.20 1.79 -2.68
C 3.1703 -7.6186 8.8703 0.56 1.30 0.63
C -4.8639 6.5167 -0.7603 -0.58 1.35 -0.41
H -11.0745 -1.3528 -6.7683 0.02 0.04 -0.13
H 1.5202 -4.8700 7.7200 0.05 0.11 -0.29
H -1.6067 -0.9273 -1.6659 -0.19 -0.12 -0.25
C -5.7739 4.4305 -0.9024 -0.25 1.51 -2.25
H 3.7109 4.6131 3.0475 -0.22 0.05 0.12
C 1.3429 6.2978 -5.7952 1.24 1.00 0.18
C -5.3576 4.3320 -2.2850 0.14 0.88 1.29
H -1.0688 0.5764 -1.0968 0.84 0.19 0.35
H 10.6624 -6.2941 1.9127 0.00 -0.13 0.34
H 5.2158 0.2293 4.5795 0.15 0.02 0.61
H -3.0844 3.0923 5.6753 -0.10 0.57 0.19
C -10.2038 -1.4724 -4.8621 -0.04 -0.06 2.16
C -9.2261 -2.0533 -4.0370 1.27 -0.02 -0.87
```
Forces are in eV/Å.

Results
ΔE to the lowest compared entry with this formula, charge and spin (kcal/mol): 60.5
E (Ha): -1970.658791
Strongest force on any atom (hartree/bohr): 0.0627
HOMO level (eV): -9.2
Frontier orbital gap (eV): 9.61
SMILES string: Fc1ccccc1.Fc1ccccc1.Fc1ccccc1.c1ccncc1.c1ccncc1.c1ccncc1.CO.CO
Charge: 0